A structure of composition C6H11ClF5FeTc. Source: the Open Molecules 2025 dataset; level of theory: ωB97M-V/def2-TZVPD.

The expectation value of S² is 20.13. Its spin multiplicity is 9. The HOMO-LUMO gap (alpha / beta) is 4.256 / 5.024 eV. Its charge is 0. The value obtained for the HOMO energy (alpha / beta) is -0.2678 / -0.3195 Ha.

Each line ends with the Mulliken spin population.
Geometry (Å):
Fe1 0.379 -1.162 -2.103  3.759
Cl1 0.931 -3.189 -2.546  0.129
C1 1.412 0.511 -1.689  -0.030
C2 -1.182 -0.544 -3.189  0.115
H1 1.276 0.924 -2.722  0.035
H2 1.153 1.242 -0.898  -0.014
H3 2.445 0.100 -1.582  0.029
H4 -0.789 0.421 -3.574  0.006
H5 -2.090 -0.446 -2.530  0.000
H6 -1.225 -1.360 -3.942  0.031
Tc1 -0.325 0.338 0.773  3.349
C3 -1.924 -0.730 1.465  -0.150
C4 -1.491 1.581 -0.168  0.482
H7 -2.827 -0.531 0.845  0.026
H8 -1.633 -1.824 1.403  0.018
H9 -2.184 -0.603 2.540  0.037
H10 -2.554 1.407 -0.470  0.059
H11 -1.232 2.431 -0.844  0.027
F1 0.908 -1.464 2.814  0.023
C5 0.743 -0.075 2.659  0.079
F2 0.252 0.419 3.867  0.016
C6 2.165 0.511 2.516  -0.035
F3 2.937 0.294 3.601  0.003
F4 2.755 -0.105 1.465  0.006
F5 2.100 1.853 2.310  0.003

***

An isolated molecule of C5H7IO. Source: the Open Molecules 2025 dataset; level of theory: ωB97M-V/def2-TZVPD.

The value obtained for the energy above the lowest of the compared OMol25 structures with the same formula, charge and spin is 88.5 kcal/mol. The HOMO-LUMO gap (alpha / beta) is 7.380 / 8.309 eV. Its charge is 0. The value obtained for the HOMO energy (alpha / beta) is -0.2811 / -0.2888 Ha.

Each line ends with the Löwdin charge.
Geometry (Å):
C1 -0.543 -1.199 -0.967  -0.144
C2 1.181 -0.038 0.850  -0.154
C3 0.463 1.904 -0.334  0.073
C4 -0.215 -0.840 0.472  -0.313
C5 -1.252 -0.101 -0.165  -0.843
O1 1.401 0.883 -0.161  -0.177
I1 -3.217 0.153 0.129  0.857
H1 0.059 -0.874 -1.817  0.094
H2 -1.069 -2.169 -1.148  0.107
H3 1.250 0.315 1.952  0.151
H4 1.965 -0.675 0.817  0.072
H5 0.451 2.093 -1.382  0.080
H6 -0.067 2.153 0.568  0.077
H7 -0.407 -1.604 1.188  0.119

***

An isolated molecule of C3H7NO. Source: the Open Molecules 2025 dataset; level of theory: ωB97M-V/def2-TZVPD.

The value obtained for the energy above the lowest of the compared OMol25 structures with the same formula, charge and spin is 55.6 kcal/mol. The HOMO-LUMO gap is 10.153 eV. Its SMILES is N[C@@H]1C[C@H]1O. Its charge is 0. The value obtained for the HOMO energy is -0.3388 Ha.

Each line ends with the Löwdin charge.
Geometry (Å):
N1 1.609 -0.480 0.200  0.001
C1 0.273 -0.173 -0.350  -0.377
C2 -0.187 1.232 -0.024  -0.042
C3 -0.916 0.003 0.498  -0.388
O1 -2.087 -0.415 -0.115  -0.037
H1 2.331 0.136 -0.277  0.088
H2 1.954 -1.439 -0.096  0.084
H3 0.069 -0.575 -1.344  0.137
H4 -0.744 1.816 -0.772  0.111
H5 0.528 1.697 0.716  0.123
H6 -0.729 -0.387 1.565  0.167
H7 -2.102 -1.414 -0.001  0.133

***

An isolated molecule of CH4Se. Source: the Open Molecules 2025 dataset; level of theory: ωB97M-V/def2-TZVPD.

The value obtained for the energy above the lowest of the compared OMol25 structures with the same formula, charge and spin is 9.0 kcal/mol. The HOMO-LUMO gap is 9.518 eV. Its SMILES is C[SeH]. Its charge is 0. The value obtained for the HOMO energy is -0.3204 Ha.

Each line ends with the Löwdin charge.
Geometry (Å):
C1 0.281 0.451 -0.225  -0.563
Se1 -0.405 -1.386 -0.115  0.615
H1 0.649 0.607 -1.396  0.072
H2 -0.553 1.244 -0.020  0.029
H3 1.147 0.582 0.571  0.035
H4 -1.119 -1.499 1.184  -0.188

***

A cluster of 7 separate species, C37H46Cl24N3O7P2 in total. Source: the Open Molecules 2025 dataset; level of theory: ωB97M-V/def2-TZVPD.

The HOMO-LUMO gap is 8.370 eV. Its charge is +1. The value obtained for the HOMO energy is -0.4089 Ha.

Each line ends with the Löwdin charge.
Geometry (Å):
C1 -0.382 3.721 -2.816  -0.108
C2 0.787 2.786 -3.206  -0.202
C3 0.655 1.296 -2.824  -0.114
C4 0.946 0.878 -1.351  -0.202
C5 1.548 1.982 -0.430  -0.054
C6 2.979 2.474 -0.750  -0.166
O1 3.824 2.510 0.422  -0.097
C7 4.887 3.332 0.085  -0.337
O2 5.922 2.915 -0.372  0.105
C8 -0.479 0.677 -0.669  -0.093
C9 -1.746 1.480 -0.794  -0.061
C10 -1.766 2.590 0.313  -0.181
C11 -3.084 2.613 1.129  -0.165
C12 -2.778 3.334 2.478  -0.295
N1 -2.480 2.414 3.575  -0.009
N2 -0.516 -0.349 0.112  0.188
C13 0.761 -1.080 0.227  -0.462
O3 1.368 -0.491 1.404  -0.047
C14 0.867 -0.863 2.638  -0.441
O4 -0.264 -0.710 3.030  0.120
C15 1.907 -1.457 3.565  -0.128
C16 1.494 -2.068 4.753  -0.167
C17 2.384 -2.610 5.667  -0.128
C18 3.755 -2.523 5.410  -0.048
C19 4.161 -1.934 4.226  -0.067
C20 3.279 -1.395 3.303  -0.010
P1 0.771 -2.919 0.638  0.960
P2 -1.183 -3.402 1.519  0.300
O5 -2.196 -2.347 1.351  -0.305
O6 -1.788 -4.738 0.799  -0.166
O7 -0.950 -3.833 3.047  -0.157
C21 1.374 -0.633 -1.129  -0.239
C22 2.953 -0.739 -1.234  -0.181
N3 3.687 -0.448 -0.030  -0.094
C23 5.153 -0.462 -0.250  -0.071
C24 1.044 -1.593 -2.361  -0.085
C25 -0.408 -1.699 -2.828  -0.154
C26 -1.481 -2.166 -2.068  -0.065
C27 -2.778 -2.281 -2.521  -0.061
C28 -3.079 -1.926 -3.832  -0.082
C29 -2.036 -1.471 -4.625  -0.044
C30 -0.723 -1.354 -4.171  -0.214
C31 0.286 -0.878 -5.219  -0.035
H1 -1.332 3.322 -3.204  0.083
H2 -0.422 3.999 -1.759  0.018
H3 -0.225 4.663 -3.368  0.075
H4 0.810 2.809 -4.310  0.117
H5 1.720 3.276 -2.897  0.101
H6 1.385 0.764 -3.449  0.107
H7 -0.372 0.986 -3.055  0.113
H8 0.897 2.863 -0.547  0.098
H9 1.520 1.755 0.643  0.131
H10 2.909 3.520 -1.113  0.122
H11 3.508 1.919 -1.538  0.127
H12 4.796 4.434 0.186  0.135
H13 -2.582 0.802 -0.547  0.129
H14 -1.952 1.845 -1.803  0.109
H15 -1.550 3.599 -0.049  0.057
H16 -0.967 2.334 1.036  0.111
H17 -3.805 3.250 0.597  0.113
H18 -3.454 1.602 1.345  0.108
H19 -3.648 3.935 2.791  0.103
H20 -1.940 4.038 2.372  0.076
H21 -1.497 2.183 3.638  0.047
H22 -3.049 1.579 3.514  0.059
H23 -1.408 -0.472 0.597  0.147
H24 0.429 -2.120 4.932  0.052
H25 1.971 -3.073 6.562  0.097
H26 4.434 -2.927 6.158  0.116
H27 5.231 -1.862 4.021  0.113
H28 3.619 -0.918 2.387  0.095
H29 0.764 -3.710 -0.536  -0.044
H30 -1.112 -5.433 0.809  -0.015
H31 -1.776 -3.692 3.538  0.107
H32 3.214 -1.772 -1.560  0.125
H33 3.229 -0.108 -2.095  0.128
H34 3.513 -1.157 0.671  0.056
H35 5.607 -1.182 0.450  0.085
H36 5.595 0.514 -0.014  0.059
H37 5.405 -0.747 -1.285  0.088
H38 1.711 -1.244 -3.156  0.095
H39 1.410 -2.609 -2.149  0.103
H40 -1.294 -2.457 -1.035  0.045
H41 -3.570 -2.671 -1.881  0.119
H42 -4.088 -2.035 -4.225  0.044
H43 -2.285 -1.207 -5.657  0.119
H44 0.284 0.224 -5.212  0.075
H45 -0.108 -1.152 -6.207  0.086
H46 1.301 -1.265 -5.092  0.080
C32 -1.288 7.039 0.246  -2.020
Cl1 -0.118 5.810 0.763  0.517
Cl2 -1.575 6.885 -1.493  0.550
Cl3 -2.808 6.800 1.116  0.556
Cl4 -0.649 8.644 0.599  0.548
C33 -7.313 -1.042 -4.487  -2.046
Cl5 -6.599 -0.206 -3.098  0.514
Cl6 -8.717 -0.140 -5.061  0.542
Cl7 -6.113 -1.157 -5.786  0.532
Cl8 -7.801 -2.668 -4.006  0.511
C34 -6.151 -6.645 -4.695  -2.051
Cl9 -5.030 -5.276 -4.581  0.495
Cl10 -7.630 -6.272 -3.797  0.510
Cl11 -6.549 -6.940 -6.390  0.533
Cl12 -5.392 -8.085 -4.006  0.527
C35 -0.793 0.088 7.641  -2.005
Cl13 -1.871 0.735 6.406  0.543
Cl14 0.449 -0.926 6.874  0.668
Cl15 -0.014 1.425 8.496  0.536
Cl16 -1.723 -0.886 8.790  0.534
C36 2.823 -6.471 0.972  -2.010
Cl17 1.138 -5.891 1.084  0.538
Cl18 2.960 -7.591 -0.381  0.563
Cl19 3.893 -5.087 0.714  0.524
Cl20 3.253 -7.285 2.471  0.568
C37 2.823 6.425 3.382  -2.045
Cl21 3.012 4.934 2.439  0.527
Cl22 1.357 6.315 4.363  0.527
Cl23 4.226 6.635 4.432  0.546
Cl24 2.697 7.803 2.281  0.517

***

An isolated molecule of C20H24N2O3. Source: the Open Molecules 2025 dataset; level of theory: ωB97M-V/def2-TZVPD.

The value obtained for the energy above the lowest of the compared OMol25 structures with the same formula, charge and spin is 449.6 kcal/mol. The HOMO-LUMO gap is 8.465 eV. Its SMILES is CCc1cc(C)cc(OCCOc2ccccc2/C=N/NC(C)=O)c1. Its charge is 0. The value obtained for the HOMO energy is -0.2946 Ha.

Each line ends with the Löwdin charge.
Geometry (Å):
C1 -5.854 1.030 -2.145  -0.185
C2 -6.104 0.773 -0.870  -0.358
C3 -4.943 0.374 0.023  -0.095
C4 -4.767 -1.023 0.336  -0.041
C5 -3.541 -1.339 0.656  -0.267
C6 -3.421 -2.871 1.037  -0.003
C7 -2.605 -0.425 1.084  -0.050
C8 -2.694 0.865 0.952  -0.381
O1 -1.816 1.702 1.233  -0.062
C9 -0.443 1.688 1.310  -0.084
C10 0.021 1.614 -0.314  -0.134
O2 1.262 1.077 -0.189  -0.103
C11 1.569 -0.406 -0.230  -0.215
C12 0.489 -1.251 -0.278  -0.016
C13 0.939 -2.440 -0.401  -0.172
C14 2.120 -2.924 -0.123  -0.113
C15 3.113 -2.039 -0.265  0.030
C16 2.757 -0.574 -0.039  -0.092
C17 3.937 0.418 -0.076  -0.064
N1 5.096 -0.010 0.110  0.109
N2 6.120 1.041 -0.254  0.079
C18 7.535 0.557 0.045  -0.225
C19 8.382 1.920 0.062  0.023
O3 7.860 -0.786 0.078  -0.077
C20 -3.966 1.557 0.383  0.171
H1 -5.494 0.040 -2.629  0.110
H2 -4.930 1.804 -2.482  0.152
H3 -6.748 1.350 -2.757  0.096
H4 -6.263 1.793 -0.303  0.152
H5 -6.931 0.364 -0.616  0.057
H6 -5.348 -1.714 -0.102  0.086
H7 -2.373 -3.179 1.406  0.101
H8 -3.583 -3.321 0.010  0.105
H9 -3.889 -3.258 1.724  -0.039
H10 -1.807 -0.746 1.918  0.177
H11 -0.086 2.512 1.948  0.122
H12 -0.130 0.555 1.882  0.177
H13 0.099 2.685 -0.267  0.122
H14 -0.704 1.148 -0.811  0.072
H15 -0.482 -0.901 -0.615  0.130
H16 0.074 -3.066 -0.361  0.120
H17 2.348 -4.091 -0.217  0.166
H18 4.173 -2.454 -0.128  0.141
H19 3.685 1.401 -0.129  0.089
H20 5.824 1.834 -0.158  -0.025
H21 8.033 2.331 1.077  0.127
H22 8.235 2.319 -0.731  -0.047
H23 9.392 1.549 0.097  0.080
H24 -4.142 2.516 0.117  0.052

***

A structure of composition C29H29AsF5N2OPdS2Se. Source: the Open Molecules 2025 dataset; level of theory: ωB97M-V/def2-TZVPD.

The value obtained for the energy above the lowest of the compared OMol25 structures with the same formula, charge and spin is 0.0 kcal/mol. The HOMO-LUMO gap is 6.077 eV. Its charge is +1. The value obtained for the HOMO energy is -0.3764 Ha.

Each line ends with the Löwdin charge.
Geometry (Å):
Pd1 -0.668 0.021 0.181  0.608
N1 -0.286 -0.010 2.158  -0.030
C1 0.784 -0.821 2.669  -0.235
C2 0.532 -1.664 3.737  -0.011
C3 1.576 -2.383 4.291  -0.058
C4 2.848 -2.261 3.751  -0.059
C5 3.071 -1.438 2.661  -0.015
C6 2.040 -0.690 2.094  -0.128
C7 2.263 0.152 0.895  -0.178
C8 3.550 0.660 0.675  -0.018
C9 3.892 1.317 -0.491  -0.056
C10 2.936 1.490 -1.480  -0.063
C11 1.636 1.057 -1.265  -0.101
C12 1.301 0.415 -0.083  -0.188
H1 -1.167 -0.255 2.608  0.043
H2 -0.133 0.984 2.350  0.053
H3 -0.469 -1.737 4.146  0.124
H4 1.396 -3.039 5.132  0.114
H5 3.668 -2.830 4.166  0.117
H6 4.058 -1.403 2.221  0.118
H7 4.294 0.541 1.452  0.119
H8 4.897 1.693 -0.624  0.117
H9 3.189 1.976 -2.414  0.119
H10 0.893 1.228 -2.026  0.095
C13 -1.662 -0.983 -3.706  0.003
C14 -1.648 0.318 -2.961  -0.545
N2 -2.186 1.393 -3.557  0.212
O1 -1.117 0.452 -1.856  -0.174
H11 -2.550 -1.087 -4.329  0.090
H12 -1.574 -1.810 -3.006  0.050
H13 -0.786 -1.003 -4.358  0.107
H14 -2.472 1.356 -4.521  0.125
H15 -2.012 2.297 -3.136  0.104
C15 -4.871 -1.131 -1.749  -0.225
As1 -4.738 -0.076 -0.149  0.714
C16 -6.338 -0.415 0.854  -0.246
C17 -4.789 1.772 -0.669  -0.257
S1 -3.073 -0.648 1.015  0.162
H16 -5.626 -0.714 -2.414  0.052
H17 -5.138 -2.147 -1.467  0.051
H18 -3.900 -1.146 -2.237  0.006
H19 -7.209 -0.224 0.229  0.048
H20 -6.350 0.238 1.723  0.047
H21 -6.328 -1.453 1.179  0.044
H22 -5.776 1.996 -1.073  0.048
H23 -4.020 1.954 -1.415  0.010
H24 -4.587 2.386 0.205  0.024
F1 3.451 5.432 -0.973  0.148
C18 2.351 4.789 -0.603  -0.136
C19 1.303 4.636 -1.495  -0.146
F2 1.400 5.135 -2.726  0.133
C20 0.173 3.943 -1.103  -0.253
F3 -0.805 3.791 -2.015  0.061
C21 0.045 3.393 0.162  -0.486
Se1 -1.480 2.384 0.674  0.797
C22 1.115 3.563 1.031  -0.249
F4 1.071 3.030 2.262  0.078
C23 2.257 4.250 0.670  -0.144
F5 3.272 4.380 1.520  0.139
S2 -0.273 -2.191 -0.492  0.694
C24 1.256 -2.902 0.005  -0.646
C25 1.275 -3.853 1.025  -0.122
C26 2.441 -4.550 1.305  -0.083
C27 3.596 -4.295 0.579  -0.075
C28 3.586 -3.342 -0.433  -0.071
C29 2.422 -2.652 -0.724  -0.113
H25 0.366 -4.054 1.576  0.105
H26 2.445 -5.298 2.087  0.111
H27 4.503 -4.845 0.796  0.108
H28 4.484 -3.149 -1.006  0.109
H29 2.398 -1.929 -1.530  0.104

***

A structure of composition C27H26Cl3NO2SiZr. Source: the Open Molecules 2025 dataset; level of theory: ωB97M-V/def2-TZVPD.

The value obtained for the energy above the lowest of the compared OMol25 structures with the same formula, charge and spin is 22.6 kcal/mol. The HOMO-LUMO gap is 7.006 eV. Its charge is +2. The value obtained for the HOMO energy is -0.5180 Ha.

Each line ends with the Löwdin charge.
Geometry (Å):
Zr1 -0.699 -0.441 -0.047  1.713
C1 -2.343 -2.443 -0.263  -0.124
C2 -3.280 -1.421 -0.068  -0.074
C3 -3.347 -0.767 1.164  -0.056
C4 -2.506 -1.153 2.212  -0.062
C5 -1.542 -2.143 2.011  -0.059
C6 -1.446 -2.777 0.765  -0.119
H1 -2.379 -3.030 -1.175  0.140
H2 -4.018 -1.215 -0.836  0.145
H3 -4.142 -0.056 1.352  0.140
H4 -2.659 -0.743 3.202  0.138
H5 -0.945 -2.492 2.847  0.146
H6 -0.777 -3.624 0.647  0.136
C7 0.358 -2.868 -2.183  -0.161
Si1 1.893 -1.967 -1.479  0.526
C8 3.077 -3.235 -0.694  -0.140
C9 2.447 -0.786 -2.884  -0.127
N1 1.215 -0.998 -0.149  -0.226
C10 1.990 -0.072 0.525  -0.321
C11 3.349 0.188 0.306  -0.006
C12 4.000 1.200 0.984  -0.033
C13 3.324 2.016 1.875  -0.034
C14 1.983 1.777 2.138  -0.006
C15 1.357 0.721 1.507  -0.235
O1 -0.028 0.368 1.711  -0.269
C16 -0.686 1.074 2.745  -0.301
C17 -1.796 1.848 2.415  -0.044
C18 -2.464 2.524 3.428  -0.033
C19 -2.021 2.429 4.740  -0.035
C20 -0.909 1.662 5.052  -0.025
C21 -0.243 0.968 4.057  -0.004
H7 0.593 -3.212 -3.185  0.051
H8 -0.496 -2.198 -2.286  -0.023
H9 0.086 -3.758 -1.625  0.033
H10 3.319 -4.018 -1.404  0.039
H11 2.618 -3.710 0.173  0.037
H12 4.015 -2.802 -0.363  0.028
H13 2.539 -1.340 -3.813  0.043
H14 3.405 -0.305 -2.717  0.030
H15 1.701 -0.001 -3.042  0.026
H16 3.882 -0.402 -0.416  0.093
H17 5.048 1.365 0.796  0.124
H18 3.825 2.834 2.364  0.123
H19 1.443 2.414 2.822  0.129
H20 -2.120 1.924 1.371  0.097
H21 -3.322 3.138 3.197  0.123
H22 -2.535 2.961 5.524  0.123
H23 -0.552 1.604 6.067  0.126
H24 0.625 0.368 4.286  0.140
Cl1 -0.420 4.018 -5.710  0.768
C22 -0.674 2.756 -4.583  -0.652
C23 -0.334 2.963 -3.246  -0.086
C24 -0.566 1.936 -2.356  -0.497
Cl2 -0.187 2.037 -0.659  0.940
C25 -1.138 0.712 -2.719  -0.421
O2 -1.387 -0.195 -1.775  -0.353
C26 -1.443 0.526 -4.080  -0.578
Cl3 -2.110 -0.978 -4.559  0.784
C27 -1.213 1.538 -4.996  -0.082
H25 0.087 3.905 -2.931  0.123
H26 -1.454 1.378 -6.034  0.123

***

Calculated E in order - -69087.5491, -15441.0399, -6760.3409, -66446.9998, -377025.9784, -30234.8823, -200488.8103, -80720.1822 eV